No. 1
C31H22Cl2CsN5O8 as an isolated structure at a distorted geometry. Source: the OMol25 dataset; level of theory: wB97M-V/def2-TZVPD.

Results
Highest occupied orbital energy in eV: -3.8
Lowest unoccupied orbital energy in eV: 3.60
DFT total energy in eV: -81932.729
Orbital gap in Eh: 0.274
Max |F| in eV/Å: 3.0

```
! wB97M-V def2-TZVPD RIJCOSX def2/J DEFGRID3
* xyz -2 1
Cs 10.5130 14.9191 11.6314
O 8.7080 11.4249 18.3695
C 7.7840 12.0486 17.7767
O 6.6272 12.3346 18.0960
C 8.2369 12.5471 16.3986
C 9.6240 12.4777 16.1125
C 10.1468 12.8092 14.9145
N 9.3666 13.2624 13.9524
C 8.0573 13.3839 14.1905
C 7.4387 13.0229 15.3904
C 7.2605 13.8661 12.9364
C 6.1701 14.7682 13.0014
C 5.5795 15.1711 11.8055
C 6.1053 14.6068 10.6400
C 7.1538 13.7026 10.6334
N 7.7485 13.3417 11.7628
C 11.6038 12.6432 14.5874
C 12.2710 11.4184 14.7113
C 13.6006 11.3772 14.3366
C 14.1817 12.4179 13.7057
C 13.4743 13.6333 13.5585
N 12.2236 13.6870 13.9928
H 10.2305 12.1071 16.9642
H 6.3742 13.1291 15.6381
H 5.8816 15.1086 13.9936
H 4.6779 15.7696 11.9197
H 5.5972 14.9189 9.7334
H 7.5899 13.3016 9.7072
H 11.8370 10.5942 15.2488
H 14.2374 10.4569 14.5059
H 15.1929 12.3722 13.2726
H 13.8348 14.4140 12.8727
O 11.5446 13.5547 8.9308
C 12.7613 13.7036 8.4256
O 13.2106 12.9752 7.5743
C 13.5405 14.9199 8.8058
C 14.5924 15.3058 7.9646
C 15.3719 16.3579 8.3869
C 15.0915 17.0007 9.5469
C 13.9900 16.5412 10.3281
N 13.2828 15.4641 9.9942
C 13.6285 17.2902 11.6674
O 14.3294 18.3326 11.8260
O 12.7208 16.8013 12.3768
H 11.1811 12.6078 8.8253
H 14.8094 14.6396 7.1386
H 16.2498 16.5995 7.7812
H 15.6270 17.8704 9.9236
C 12.1256 7.6123 11.4344
C 11.9125 9.1276 11.3080
C 10.8882 9.7231 11.9522
C 10.7202 11.0942 11.9638
N 11.6416 11.8822 11.4203
C 12.7354 11.3196 10.9031
C 12.9087 9.9431 10.8092
H 11.2635 6.9875 11.6645
H 12.8362 7.5479 12.2313
H 12.7096 7.1067 10.6429
H 10.0618 9.1319 12.3721
H 9.8754 11.5907 12.4608
H 13.4347 12.0400 10.5990
H 13.7510 9.6209 10.2674
Cl 8.0022 9.5448 6.9391
C 8.9062 9.6414 8.4511
Cl 10.0036 8.2391 8.5367
C 9.5930 11.0173 8.7162
O 8.8513 11.8723 9.2351
O 10.8015 11.1085 8.4475
H 8.1538 9.5155 9.2708
*
```

No. 2
C26H28F6IrN5O6S5 as an isolated structure. Source: the OMol25 dataset; level of theory: wB97M-V/def2-TZVPD.

Results
Highest occupied orbital energy (alpha / beta) in eV: -16.4 / -16.5
Lowest unoccupied orbital energy (alpha / beta) in eV: -8.35 / -11.48
DFT total energy in eV: -120441.659
Orbital gap (alpha / beta) in Eh: 0.297 / 0.183
Max |F| in eV/Å: 0.8
<S²>: 8.773

```
! wB97M-V def2-TZVPD RIJCOSX def2/J DEFGRID3
* xyz 3 6
Ir 1.1807 0.0900 0.7296
C 4.0184 -1.2228 -2.7524
C 3.0383 -1.1056 -1.6335
N 2.7237 -0.0012 -1.0688
N 3.4212 1.1342 -1.3830
C 3.3852 2.1510 -0.5073
N 4.2634 3.1253 -0.6209
S 2.1976 2.2340 0.7249
C 2.4630 -2.2994 -0.9778
C 2.8433 -3.5854 -1.3129
C 2.4003 -4.6480 -0.5322
C 1.6001 -4.3848 0.5614
C 1.2594 -3.0672 0.8349
N 1.6615 -2.0551 0.0731
H 3.9480 -0.3786 -3.4388
H 3.8419 -2.1186 -3.3401
H 5.0374 -1.2811 -2.3566
H 4.2212 1.0421 -1.9982
H 5.0138 3.1095 -1.2972
H 4.2549 3.8895 0.0389
H 3.4939 -3.7705 -2.1541
H 2.7006 -5.6596 -0.7695
H 1.2503 -5.1734 1.2123
H 0.6603 -2.8162 1.7007
F 0.6077 2.2971 5.5154
C 1.7506 2.0918 4.8784
F 2.5587 1.3817 5.6458
F 2.2990 3.2421 4.5611
S 1.4463 -0.2147 3.6471
O 0.2323 -0.4512 2.7789
O 1.4862 1.4238 3.6700
N 2.5153 -0.5924 2.4656
S 4.0964 -0.1616 2.4952
O 4.3293 0.9901 3.2994
O 4.5334 -0.2226 1.1303
C 4.8387 -1.6090 3.3810
F 6.0755 -1.3221 3.7102
F 4.8022 -2.6729 2.5895
F 4.1097 -1.8401 4.4690
O -0.6754 2.2062 -0.4643
S -1.7248 3.1641 -0.1084
C -3.0171 2.2718 0.7883
C -3.5486 1.1387 -0.0998
C -4.0831 -0.0322 0.7270
C -3.1049 -0.7558 1.6441
S -1.6805 -1.6027 0.9298
O -0.8385 -0.5735 0.1387
C -2.4665 -2.5853 -0.3254
C -3.3277 -3.5941 0.0946
C -3.9285 -4.3963 -0.8617
C -3.6540 -4.1978 -2.2102
C -2.7789 -3.1978 -2.6088
C -2.1718 -2.3806 -1.6634
C -2.4288 3.9812 -1.4577
C -3.3303 5.0177 -1.1679
C -3.9354 5.6663 -2.2235
C -3.6149 5.3028 -3.5309
C -2.6935 4.2879 -3.7992
C -2.0697 3.6269 -2.7623
H -3.7619 3.0092 1.0896
H -2.4866 1.9250 1.6770
H -2.7579 0.7842 -0.7615
H -4.3577 1.5260 -0.7186
H -4.5170 -0.7542 0.0323
H -4.9065 0.3081 1.3605
H -3.6297 -1.5750 2.1440
H -2.6793 -0.1452 2.4439
H -3.5237 -3.7696 1.1463
H -4.6055 -5.1811 -0.5534
H -4.1190 -4.8339 -2.9509
H -2.5690 -3.0498 -3.6595
H -1.4869 -1.5969 -1.9578
H -3.5430 5.3090 -0.1460
H -4.6425 6.4623 -2.0363
H -4.0822 5.8251 -4.3555
H -2.4721 4.0181 -4.8225
H -1.3462 2.8430 -2.9398
*
```

No. 3
A 2-piece molecular cluster, C2H2N4S overall at a distorted geometry. Source: the OMol25 dataset; level of theory: wB97M-V/def2-TZVPD.

Results
Highest occupied orbital energy in eV: -9.2
Lowest unoccupied orbital energy in eV: -1.00
DFT total energy in eV: -18897.469
Orbital gap in Eh: 0.300
Max |F| in eV/Å: 5.9
SMILES string: [H]/N=N/N=C=S.C#N

```
! wB97M-V def2-TZVPD RIJCOSX def2/J DEFGRID3
* xyz 0 1
H 1.7608 3.4036 -0.9256
N 1.1378 3.0052 -1.5277
N 0.6669 1.9535 -1.0022
N -0.2184 1.2525 -1.6009
C -1.1475 0.5393 -1.8498
S -2.5088 -0.0764 -2.4190
C -1.8855 -0.9200 0.1654
N -1.2479 -1.8201 -0.1180
H -2.4405 -0.1328 0.5984
*
```

> Look up the DFT total energy of the second one.

-120441.659 eV

> The lowest max |F| belongs to which entry?

C26H28F6IrN5O6S5